17
Properties=species:S:1:pos:R:3:forces:R:3 method="wB97M-V/def2-TZVPD" smiles="NC[C@@H](C[S-])NC=O" spin_multiplicity=1 total_charge=-1 relative_energy_kj_mol=76.6 homo_ev=-3.032
O -0.396 2.467 1.510 0.075 0.104 -0.061
C -1.216 1.739 0.954 -0.384 0.030 0.133
N -0.965 0.626 0.280 1.134 -0.595 0.050
C 0.396 0.162 -0.015 -0.983 0.360 -0.680
C 0.309 -1.095 -0.942 0.564 0.331 0.418
S -1.254 -1.313 -1.811 -0.251 -0.371 -0.093
C 1.181 -0.089 1.238 0.579 0.422 0.677
N 2.589 -0.433 0.923 -2.124 -0.578 -1.351
H -2.290 1.986 1.027 -0.090 -0.126 -0.152
H -1.587 0.036 -0.314 -0.714 0.527 0.170
H 0.866 0.906 -0.663 0.281 0.370 0.524
H 0.624 -1.926 -0.298 -0.329 -0.378 -0.313
H 1.091 -0.938 -1.685 0.146 -0.286 0.069
H 0.684 -0.768 1.929 -0.265 -1.165 -0.524
H 1.141 0.742 1.931 0.436 0.968 -0.547
H 2.633 -1.439 0.832 0.388 -0.006 -0.009
H 3.127 -0.135 1.668 1.536 0.394 1.688